Here is a cluster of 4 separate species, C2H14N2O3 in total at a distorted geometry from OMol25. Energies are from ωB97M-V/def2-TZVPD.

Output
* M: 114.14 g mol⁻¹
* calculated total energy: -11423.1041 eV
* structure (SMILES): CNCN.O.O.O
* net charge: 0
* spin multiplicity: 1

Last column: Löwdin charge in e.
CARTESIAN COORDINATES (ANGSTROEM)
C (-0.512, -2.581, 0.339)  -0.1397
N (-0.591, -1.277, 0.982)  -0.1183
C (0.499, -0.420, 0.572)  -0.3461
N (0.238, 0.977, 0.898)  0.0054
H (-1.370, -3.194, 0.655)  0.0817
H (0.394, -3.171, 0.553)  0.0781
H (-0.575, -2.470, -0.744)  0.0757
H (-0.478, -1.454, 1.969)  0.1039
H (1.480, -0.725, 0.975)  0.1151
H (0.670, -0.460, -0.497)  0.1000
H (0.050, 1.053, 1.895)  0.0695
H (1.053, 1.555, 0.739)  0.0565
O (-2.914, 1.089, 0.589)  -0.0810
H (-2.608, 0.211, 0.831)  -0.0044
H (-2.826, 1.683, 1.345)  0.0278
O (2.378, -0.521, -3.539)  -0.0589
H (2.078, -0.916, -2.711)  0.0170
H (1.596, -0.562, -4.102)  0.0364
O (0.690, 4.009, -0.460)  -0.0704
H (0.054, 3.357, -0.781)  0.0282
H (0.694, 3.817, 0.492)  0.0235